C19H48Cl2IN3O4Si2 as an isolated structure in a non-equilibrium geometry. Source: the OMol25 dataset; level of theory: the ωB97M-V functional and the def2-TZVPD basis.

Last column: Mulliken charge in e.
CARTESIAN COORDINATES (ANGSTROEM)
I1 -6.96 0.30 -3.44  -0.158
Cl1 -3.03 4.06 -5.97  -0.323
Cl2 -6.27 2.89 -6.05  -0.265
Si1 -4.48 2.85 -4.88  0.421
Si2 -4.49 0.31 -3.45  0.711
O1 -0.57 0.14 -1.19  -0.538
O2 -4.00 -2.34 -2.42  -0.392
O3 -3.11 -1.34 -0.46  -0.368
O4 -3.74 1.27 -4.71  -0.238
N1 2.46 2.46 3.50  0.152
N2 1.98 -3.90 -0.09  0.232
N3 -4.77 3.73 -3.33  -0.223
C1 1.77 3.51 2.76  -0.399
C2 3.78 1.48 1.54  -1.001
C3 3.25 -3.77 -0.81  -0.664
C4 4.43 -4.59 -0.31  -1.030
C5 2.53 -2.21 1.67  -1.194
C6 -3.79 3.52 -0.98  0.257
C7 1.72 -6.44 0.11  -1.055
C8 -3.47 3.86 -2.56  -0.530
C9 -3.88 -1.55 -3.65  -0.541
C10 -2.78 -2.27 -1.59  -0.072
C11 1.21 -5.11 -0.42  -0.600
C12 0.52 3.02 2.03  -1.187
C13 4.68 3.70 3.83  -0.963
C14 -5.36 3.17 -0.66  -0.780
C15 2.87 1.28 2.74  -0.343
C16 -1.87 -1.35 0.37  -0.489
C17 3.48 2.98 4.43  -0.654
C18 2.00 -3.60 1.34  -0.709
C19 -1.13 0.11 0.21  0.719
H1 1.10 -5.18 -1.51  0.451
H2 2.42 -2.01 2.74  0.501
H3 -2.65 -3.35 -1.10  0.208
H4 2.58 -4.34 1.90  0.335
H5 3.59 -2.11 1.43  0.326
H6 -6.12 4.00 -1.02  0.266
H7 -1.10 -2.18 0.04  0.045
H8 0.95 -7.21 -0.01  0.430
H9 5.36 -4.19 -0.74  0.384
H10 2.98 3.67 5.12  0.428
H11 -1.82 -1.94 -2.19  0.197
H12 -2.72 3.08 -3.07  0.283
H13 4.39 4.44 3.08  0.270
H14 -4.65 -2.02 -4.43  0.283
H15 3.33 0.55 3.42  0.274
H16 -0.24 0.15 0.97  -0.171
H17 0.37 0.45 -1.06  0.281
H18 2.60 -6.79 -0.44  0.227
H19 5.38 3.00 3.37  0.221
H20 -3.55 4.52 -0.38  0.384
H21 -0.17 2.53 2.72  0.319
H22 3.76 0.58 0.91  0.305
H23 3.10 -3.97 -1.87  0.397
H24 -0.01 3.88 1.58  0.490
H25 5.23 4.22 4.62  0.397
H26 -1.92 0.97 0.35  -0.072
H27 4.81 1.64 1.84  0.300
H28 1.97 -1.43 1.12  0.129
H29 2.43 4.00 2.04  0.268
H30 3.54 -2.71 -0.78  0.326
H31 0.98 -3.65 1.73  0.486
H32 0.76 2.33 1.22  0.066
H33 3.84 2.16 5.07  0.336
H34 -5.46 3.00 0.51  0.309
H35 -5.73 2.16 -1.15  0.040
H36 4.36 -5.63 -0.63  0.271
H37 3.46 2.32 0.91  0.287
H38 1.97 -6.40 1.18  0.263
H39 0.19 -4.97 -0.05  0.239
H40 -3.03 4.94 -2.62  0.262
H41 -3.11 2.62 -0.66  -0.419
H42 -2.81 -1.61 -4.15  0.330
H43 4.54 -4.56 0.78  0.259
H44 -5.13 4.71 -3.51  0.284
H45 1.44 4.29 3.46  0.467
H46 1.95 0.77 2.39  0.003
H47 -2.20 -1.60 1.46  0.342
H48 -3.98 0.72 -2.11  -0.085

Output
Total charge: 0
E_tot (eV): -82044.469